(1)
Density functional theory data (ωB97M-V/def2-TZVPD) for the ion C4H6FN2 with charge +1 in a non-equilibrium geometry.

Structure (XYZ):
```
13
Properties=species:S:1:pos:R:3:forces:R:3
H 1.28691 1.17130 0.11353 -0.1 -0.2 -0.9
C 0.45735 1.37152 -0.58619 3.0 0.6 -0.7
H -1.51901 1.75409 -0.61536 2.1 -1.8 1.5
N -0.67995 1.22742 -0.08171 -5.9 2.7 1.1
H 1.17867 -2.38072 -1.07365 -0.9 0.9 0.1
H 0.66101 -2.21960 1.16720 0.2 0.9 -0.3
C 0.26062 -1.35638 0.58815 -2.4 0.1 5.8
H -1.53216 0.91325 2.00067 -2.1 1.9 1.2
H 0.63795 1.69254 -1.65189 -0.4 -0.1 1.6
C -1.06464 0.51192 1.18672 -0.6 4.5 -5.0
N -0.42646 -0.51594 1.40373 5.7 -7.7 -0.9
F 0.24643 -0.60381 -1.71773 0.3 -2.5 1.1
C 0.49328 -1.56560 -0.73347 0.9 0.7 -4.7
```
Forces are in eV/Å.

Properties
Orbital gap (alpha / beta) in eV: 6.59 / 7.27
Energy above the lowest of the compared OMol25 structures with the same formula, charge and spin in eV: 1.4353
Charge: +1
⟨S²⟩: 2.021
2S+1: 3

Partial atomic charges computed with the Mulliken method, in multiples of e: H 0.426; C -0.476; H 0.344; N -0.050; H 0.362; H 0.333; C 0.039; H 0.442; H 0.308; C -0.186; N -0.311; F -0.194; C -0.038


(2)
Density functional theory data (ωB97M-V/def2-TZVPD) for a cluster of 8 separate species, C45H69N2O22 in total in a non-equilibrium geometry.

Structure (XYZ):
```
138
Properties=species:S:1:pos:R:3:forces:R:3
H -7.53435 -4.49162 2.05927 -0.1 0.2 -0.1
H 5.20360 2.23559 1.97972 0.1 0.2 0.1
O -0.11095 1.91626 -6.20788 0.2 0.5 0.4
H 6.72192 2.12466 2.87796 -0.1 0.0 0.0
O 4.70395 -0.10347 1.89915 -0.3 -0.2 -0.3
C -2.13773 -3.34824 -9.12139 0.3 0.3 -0.1
C 0.87887 2.60762 -5.57400 0.0 0.1 0.0
C 0.72270 -0.20609 -0.04105 0.1 1.8 0.0
H -0.19288 -2.04428 7.79240 -0.1 0.0 0.0
H -4.33876 -4.90566 -2.29229 -0.2 -0.3 0.1
H -2.65780 -4.33588 0.16646 -0.3 0.2 0.0
C -6.50513 -4.64860 0.20900 -0.3 1.3 -0.4
H 0.61716 -4.39084 -0.85145 0.1 0.2 0.0
O 6.36931 4.57747 4.11219 -0.3 0.2 0.1
C -0.81058 -3.10106 -1.76587 0.8 -1.0 -0.6
C -2.98806 -4.05444 -0.84168 0.4 -0.6 -0.6
C -0.42533 -0.50143 0.68967 -0.2 -1.1 0.0
H 1.37003 10.48361 6.52532 0.1 0.0 0.0
H -1.23812 -5.21205 -1.58729 -0.3 -0.1 -0.1
H -2.49804 -4.37129 -9.22746 0.0 0.0 0.1
C 1.98354 6.71904 7.88173 0.0 0.0 0.0
H -1.89656 -2.04387 0.50007 0.1 -0.2 -0.1
H -4.30582 -3.70836 -6.97460 0.0 0.1 0.1
H 3.25497 -1.41505 2.55497 0.0 0.1 -0.1
C 0.10341 -2.99662 0.69116 -0.2 -0.4 -0.6
O 4.43103 5.68741 4.04959 0.1 -0.1 -0.1
C 3.27333 7.59241 6.25997 0.3 0.1 0.0
H -4.37019 -5.69773 -0.65163 0.1 -0.3 -0.6
H -6.08216 -5.59783 0.54336 -0.1 0.0 -0.1
O -2.79168 -2.49558 5.00636 0.2 0.0 0.0
O -0.57614 -2.62464 5.25075 -0.2 0.1 -0.2
C -3.97781 -2.79314 -7.46172 -0.1 -0.2 0.2
H -5.15991 -3.01525 -0.15067 0.2 -0.1 -0.2
H 2.44112 -0.07348 -4.08293 0.0 0.0 -0.2
H -7.42247 -4.79988 -0.36911 0.1 -0.6 0.2
H -1.33222 -2.14636 -1.63417 0.0 -0.1 0.1
O 2.61873 -2.47455 -5.46850 -0.2 -0.1 0.4
H 4.93161 -3.26505 3.07741 -0.1 0.0 0.0
H -4.89943 -4.17183 2.18909 0.0 0.1 0.2
C -3.34927 0.56892 1.26213 0.8 0.6 0.5
C 2.73122 -2.83616 -4.17191 0.2 -0.1 -0.2
C -1.36103 2.38643 -5.67488 -0.1 0.2 -0.3
O -2.19802 -1.38121 -7.68673 -0.1 0.0 0.3
H -1.56439 5.32461 -3.83936 -0.1 0.0 -0.1
C -0.83477 1.80141 1.06818 0.5 0.6 -0.3
O 1.47286 5.91800 8.59582 0.0 -0.1 0.0
O 6.18860 6.56680 5.15584 0.0 0.1 0.0
N -1.16663 0.50689 1.20270 0.0 0.2 0.0
C 5.98017 2.81380 2.47229 0.5 0.1 0.2
H -6.01554 -3.49418 -1.59945 -0.2 0.0 0.2
H 5.16343 -2.37221 0.34337 0.0 0.0 0.1
C -1.01563 3.78690 -5.23621 -0.4 0.1 0.3
H 1.27819 -2.82646 -1.17651 -0.2 0.1 0.0
H 1.31805 -0.99872 -0.46951 -0.1 0.0 0.1
H 3.32640 4.17816 3.14426 0.0 0.1 0.1
H -1.93316 -3.29864 -6.98386 -0.1 0.1 0.1
C -1.66507 -3.14630 4.63176 0.0 -0.1 0.1
H -2.90226 4.26999 -4.31791 0.0 0.0 -0.1
O 3.13625 6.51612 7.19867 -0.2 0.1 0.0
C -3.10341 -0.81349 -6.85943 0.0 0.0 -0.1
H 3.44470 -2.75635 0.56368 -0.1 0.1 -0.2
H -1.05642 -3.34640 -9.25763 0.0 -0.1 0.0
O 3.33966 -3.77458 -3.77326 0.0 0.0 0.1
H 6.22554 -2.11031 2.69220 0.0 -0.1 -0.1
H 1.79987 -0.94305 -7.63289 -0.1 0.0 0.0
H -0.26630 -3.90584 1.17262 0.0 0.2 0.1
O -4.10610 -1.67241 -6.57214 0.1 0.1 -0.1
H -2.56012 -2.73574 -9.91863 -0.1 0.0 0.1
H -3.18227 -2.97515 -0.86826 0.0 -0.1 0.1
C -0.18870 -1.15886 7.15628 0.3 -0.2 -0.1
H 2.84268 7.27745 5.30770 -0.1 0.1 0.0
O 2.05066 -1.97230 -3.36630 0.0 0.1 -0.1
H -2.65587 -2.20863 7.04448 0.1 0.0 0.0
H -1.06714 4.48785 -6.07341 0.1 -0.1 0.0
O 0.36783 3.64157 -4.86405 0.0 -0.2 -0.2
H 0.71733 -0.44407 -3.84690 0.0 -0.1 0.1
H -1.65624 1.73384 -4.85194 0.0 0.1 0.1
H 0.64758 -1.94448 -5.73030 0.0 0.0 0.1
H 3.11428 9.22167 7.66717 0.0 -0.1 0.0
H -1.11488 -1.92386 2.05570 -0.2 0.0 -0.1
O 2.03749 2.33782 -5.62524 -0.2 0.1 0.1
H -4.59901 -2.61248 -8.34153 0.1 0.0 -0.1
H 1.13260 9.20942 5.34523 0.1 -0.1 -0.1
H 5.04133 3.03361 4.38891 -0.1 0.1 0.0
H -7.52834 -2.96463 1.19831 0.2 0.0 -0.1
C 5.71439 5.69466 4.50604 0.2 0.0 0.1
C 4.25708 -1.46069 2.11585 0.3 -0.5 0.3
H 2.64140 10.14897 5.34082 0.0 0.0 0.0
C -1.83925 4.29736 -4.07966 0.3 0.2 0.2
C 1.89710 -0.46597 -6.65607 0.4 -0.5 -0.5
N -2.35428 0.20617 1.94075 -0.3 -0.1 -0.8
H 1.95590 1.48953 -0.77534 0.1 -0.5 0.0
H -2.12913 2.36330 -6.43519 0.1 -0.1 -0.1
C 0.28409 2.15376 0.35053 -0.1 -0.5 0.1
O -1.63310 -4.05259 3.86258 0.0 0.1 -0.2
C -2.50004 -2.78787 -7.76807 0.0 -0.3 -0.5
C 4.20578 -1.99050 0.70078 -0.2 -0.2 -0.1
C -6.90671 -3.82789 1.45113 0.2 -0.8 0.6
C -1.80392 -4.30435 -1.80556 -0.2 1.3 0.2
C 4.32199 4.61721 3.10570 -0.3 0.0 0.1
C -5.69743 -3.43818 2.33852 -0.3 0.1 -0.7
H -0.59414 -0.31554 7.71508 0.0 0.0 0.0
H 0.50390 3.20919 0.26225 0.2 -0.1 -0.1
O -4.21624 1.04981 0.69355 -0.4 -0.5 0.0
O -3.02568 0.29988 -6.43942 -0.1 -0.3 0.0
O 1.48756 7.95811 7.63409 0.2 -0.2 0.1
H 4.32059 7.84035 6.11084 0.0 -0.2 0.1
H 6.49292 3.42753 1.73012 -0.1 0.1 0.0
C 0.37914 -3.32304 -0.79962 -0.4 0.0 0.0
H 4.50233 5.01166 2.10249 0.1 -0.1 0.0
H -0.83102 -0.58177 5.18831 -0.1 0.0 -0.1
H 0.85273 -0.94518 6.91574 0.0 0.1 0.0
C 1.08342 1.15153 -0.22533 -0.6 -0.3 0.4
O 3.87826 -0.80428 -0.04818 -0.1 -0.4 0.0
H 5.15021 -1.79691 4.03993 -0.1 -0.1 0.0
C -0.98321 -1.40313 5.89651 0.2 0.1 0.6
C 1.67527 -0.84684 -4.17637 -0.2 0.1 0.3
H -1.65767 3.70022 -3.18374 -0.1 -0.1 -0.1
C 1.88072 9.69343 5.97484 -0.4 0.1 0.2
C -5.51028 -3.88800 -0.71093 -0.1 -0.6 -0.2
C -0.92418 -1.90050 0.97352 0.8 0.4 0.7
C 4.32697 0.24845 0.65065 0.2 0.5 0.0
H -5.96424 -3.40267 3.39523 0.1 0.1 -0.1
H -0.37743 -3.05311 -2.77361 0.1 0.1 0.2
C 1.60893 -1.44948 -5.55600 0.0 0.5 -0.4
O 4.37844 1.35962 0.21441 -0.3 -0.1 0.0
C -2.45358 -1.65906 6.12287 -0.2 0.1 0.0
C 5.39747 3.66607 3.57010 0.2 -0.4 -0.5
H -5.31107 -2.45831 2.03302 0.1 -0.1 0.2
H 1.21809 0.37610 -6.60424 0.0 -0.3 -0.1
H -3.04796 -0.74827 6.11243 -0.1 -0.1 -0.1
H -2.18138 -4.35682 -2.83304 -0.1 -0.2 0.2
C -4.31545 -4.76266 -1.21183 0.3 1.1 1.3
C 5.19398 -2.20831 3.03171 0.2 0.3 0.2
H -1.46396 2.54818 1.53685 -0.1 -0.3 0.0
H 2.91847 -0.09327 -6.58733 0.0 0.1 0.2
H 1.05522 -2.76122 1.18328 -0.2 0.1 0.1
C 2.49966 8.70068 6.92804 -0.2 0.3 -0.4
```
Forces are in eV/Å.

Properties
Orbital gap in eV: 7.88
Charge: +1

Mulliken population analysis, charges in e, atoms 1 to 99: H 0.383; H 0.205; O -0.332; H 0.346; O -0.263; C -1.545; C 0.605; C -0.234; H 0.363; H 0.431; H 0.135; C -0.809; H 0.653; O -0.378; C 0.097; C -0.121; C 1.173; H 0.366; H 0.283; H 0.393; C 0.621; H -0.221; H 0.323; H 0.147; C -0.671; O -0.298; C -0.457; H 0.335; H 0.359; O -0.284; O -0.350; C -0.490; H 0.058; H 0.337; H 0.316; H 0.125; O -0.399; H 0.399; H 0.180; C 0.705; C 0.408; C -0.507; O -0.356; H 0.379; C -0.318; O -0.557; O -0.512; N 0.573; C -1.330; H 0.434; H 0.403; C 0.548; H 0.119; H 0.154; H 0.272; H 0.171; C 0.689; H 0.376; O -0.294; C 0.601; H 0.268; H 0.361; O -0.541; H 0.367; H 0.402; H 0.664; O -0.333; H 0.368; H 0.153; C -1.530; H 0.191; O -0.179; H 0.325; H 0.276; O -0.364; H 0.292; H 0.241; H 0.049; H 0.271; H -0.071; O -0.521; H 0.308; H 0.362; H 0.237; H 0.343; C 0.614; C 0.656; H 0.366; C -1.433; C -1.299; N -0.987; H 0.711; H 0.364; C -1.054; O -0.531; C 0.711; C -0.505; C -0.768; C -1.152


(3)
Density functional theory data (ωB97M-V/def2-TZVPD) for a structure of composition C2ClLi3O6 in a non-equilibrium geometry.

Structure (XYZ):
```
12
Properties=species:S:1:pos:R:3:forces:R:3
Cl 2.53236 -10.52437 -6.78687 -0.6 -0.4 0.3
O 1.95307 -10.77039 -3.34281 3.1 0.9 -2.3
C 5.30173 -9.92075 -3.04345 5.3 -1.9 2.9
C 1.06435 -11.14677 -2.55342 -3.4 -0.9 0.0
Li 1.12186 -11.64749 -5.07759 0.2 0.7 1.1
Li 3.48671 -10.32034 -4.51360 0.7 0.2 0.6
Li 2.74880 -9.82522 -1.68944 0.5 -0.2 -1.0
O 4.30614 -9.28630 -2.81649 -7.6 4.5 1.5
O 0.08376 -11.78902 -2.99240 -1.7 -2.2 -2.9
O 0.99794 -10.83210 -1.36149 2.2 1.9 3.6
O 5.43820 -10.57456 -4.04590 -1.1 -3.4 -7.4
O 6.22639 -10.03008 -2.22081 2.5 0.8 3.5
```
Forces are in eV/Å.

Properties
Orbital gap in eV: 3.90
Charge: -2

Partial atomic charges computed with the Mulliken method, in multiples of e: Cl -0.985; O -0.771; C 0.837; C 0.888; Li 0.767; Li 0.895; Li 0.888; O -0.958; O -0.924; O -0.897; O -0.849; O -0.890


(4)
Density functional theory data (ωB97M-V/def2-TZVPD) for an isolated molecule of C2Cl2O in a non-equilibrium geometry.

Structure (XYZ):
```
5
Properties=species:S:1:pos:R:3:forces:R:3
Cl -0.44915 1.82392 -0.65185 0.2 0.3 0.3
Cl 0.08453 -0.77791 -1.72977 0.5 -0.1 -0.2
C -0.25261 -0.54421 0.95000 -1.6 1.4 -3.1
C 0.28293 0.31722 -0.44524 -1.0 -1.1 0.8
O 0.33429 -0.81901 1.87686 1.9 -0.5 2.2
```
Forces are in eV/Å.

Properties
Orbital gap (alpha / beta) in eV: 8.81 / 9.84
Energy above the lowest of the compared OMol25 structures with the same formula, charge and spin in eV: 0.2334
⟨S²⟩: 2.009
2S+1: 3

Partial atomic charges computed with the Mulliken method, in multiples of e: Cl -0.088; Cl -0.094; C 0.063; C 0.311; O -0.192


(5)
Density functional theory data (ωB97M-V/def2-TZVPD) for a structure of composition C22H25ClCuIN5O3.

Structure (XYZ):
```
58
Properties=species:S:1:pos:R:3:forces:R:3
C 3.69904 0.46360 -1.33605 0.0 0.0 0.0
C -4.58339 2.67304 -0.83257 0.0 -0.2 0.0
H -6.29146 -1.03707 -0.82024 0.0 0.0 0.0
N -2.41851 -0.87508 -0.83135 -0.2 -0.2 -0.1
H 4.95550 1.12238 0.27041 0.0 0.1 0.0
H 0.29418 -3.52472 5.59474 0.0 0.0 0.0
H -4.91653 -3.11575 -0.83747 0.0 0.0 0.0
C 0.02526 -3.19857 0.21999 -0.2 0.0 0.0
O 2.86498 0.62624 1.32626 -0.2 0.0 0.1
N 0.91166 3.16055 0.06763 0.6 -0.2 -0.3
H 2.18979 -1.86736 -1.17260 -0.1 0.0 0.1
H 3.26944 3.60687 -2.05651 0.0 0.0 0.0
H 2.29697 -2.90334 4.26015 0.0 0.0 0.0
C 0.10472 -3.31317 1.66951 0.0 0.0 0.0
N 1.70708 -1.04468 -1.51043 0.0 0.2 -0.1
H -1.83989 -3.98360 4.40480 0.0 0.0 0.0
C -5.21123 -0.99808 -0.83018 0.1 0.0 0.0
H -0.73942 -3.86881 -0.18460 0.0 -0.1 0.0
H 4.24261 -0.47368 -1.19342 0.1 0.0 0.0
Cl -7.01592 1.51935 -0.80460 0.1 0.0 0.0
C 1.29507 -3.05095 2.37983 0.0 0.0 0.0
C 4.53210 1.55545 -0.63421 0.0 0.0 -0.2
H -5.12907 3.60614 -0.80467 0.0 0.0 0.0
H 5.36698 1.80621 -1.29955 0.0 0.0 0.0
C -4.56223 0.25498 -0.84002 -0.1 0.0 0.0
H 2.17822 -2.75882 1.81982 0.0 0.0 0.0
H -0.08551 3.26960 -2.18674 -0.1 0.0 0.0
C -5.26211 1.48875 -0.83010 0.0 0.2 0.0
C -0.94955 -3.72328 3.84089 0.0 0.0 0.0
C 2.23759 0.19213 -0.94690 0.1 -0.1 -0.1
H 1.35890 3.66048 -3.06796 0.0 -0.1 0.0
N 2.91036 3.45379 -1.12792 0.3 -0.2 -0.1
H 0.97806 -3.44329 -0.25948 0.0 0.1 0.0
H -1.95700 -3.85307 1.95670 0.0 0.0 0.0
O -1.13350 1.50701 -1.07579 0.2 0.6 -0.1
C 0.24073 -3.46634 4.51419 0.0 0.0 0.0
H -0.04226 2.81764 -0.04371 -0.2 -0.3 -0.2
H 3.71020 0.65099 -2.41697 0.0 0.0 0.0
I -2.22954 4.54198 -0.87111 -0.3 -0.1 0.0
C -1.01590 -3.64981 2.45996 0.0 0.0 0.0
H 4.65960 3.60477 -0.02246 0.0 0.1 0.0
H 1.71189 -1.04631 -2.52211 0.1 0.0 0.0
H -2.43482 -2.90670 -0.79858 0.1 -0.1 0.0
C -4.45737 -2.13594 -0.83788 0.0 0.1 0.0
C 3.87606 2.86398 -0.18649 -0.1 0.1 0.1
C -3.18489 2.67309 -0.88044 -0.2 0.2 0.0
C 1.36012 -3.12518 3.75955 0.0 0.0 0.0
Cu -0.45462 -1.14577 -0.26933 0.2 -0.7 0.0
O 0.75021 0.02522 0.88717 0.2 0.2 0.4
H 3.39002 2.68963 0.76644 -0.1 0.0 0.0
N 0.87382 3.59893 -2.19205 0.1 -0.1 0.3
C 1.93819 0.24772 0.57592 -0.1 0.3 0.0
H 1.40109 2.74240 0.84955 0.1 0.0 -0.1
C 1.57511 3.37207 -1.06859 -0.1 -0.1 0.4
C -3.14432 0.26703 -0.86593 -0.2 0.0 0.0
H 1.60054 0.95935 -1.38896 -0.1 0.2 0.1
C -3.05839 -2.02577 -0.82732 -0.1 -0.1 0.0
C -2.38867 1.51378 -0.94824 0.2 0.3 0.0
```
Forces are in eV/Å.

Properties
Orbital gap in eV: 4.46
Energy above the lowest of the compared OMol25 structures with the same formula, charge and spin in eV: 0.0000
Charge: -1

Partial atomic charges computed with the Mulliken method, in multiples of e: C -1.218; C -0.829; H 0.382; N -0.488; H 0.319; H 0.346; H 0.406; C -2.093; O -0.794; N -0.260; H 0.246; H 0.218; H 0.342; C 1.279; N -0.331; H 0.345; C -0.719; H 0.677; H 0.256; Cl -0.308; C -0.131; C -0.566; H 0.379; H 0.474; C 0.498; H 0.143; H 0.148; C 0.541; C -0.490; C 1.075; H 0.214; N -0.110; H 0.351; H 0.278; O -0.951; C -0.432; H 0.171; H 0.309; I -0.025; C -0.372; H 0.293; H 0.201; H 0.347; C -1.017; C -0.869; C 0.136; C -0.647; Cu -0.067; O -0.537; H 0.397; N -0.304; C 0.624; H 0.319; C 0.388; C 0.348; H -0.220; C 0.176; C 0.155